1.
The following is a DFT calculation (the ωB97M-V functional and the def2-TZVPD basis) of 2 unconnected molecules or ions with the total composition C3H5IS at a distorted geometry.

The lowest unoccupied orbital energy comes out at -0.0363 hartree. As for the structure (SMILES): S=CI.C=C. The charge is 0. The value obtained for the energy above the lowest of the compared OMol25 structures with the same formula, charge and spin is 40.08 kcal/mol.

```
10
Properties=species:S:1:pos:R:3:forces:R:3
I -2.832453 0.799721 -0.027836 0.8 -0.9 0.5
S -1.643902 -2.318226 -0.238218 0.4 0.3 0.4
C 0.852750 0.666323 -0.896185 -0.1 -1.8 -1.3
C -1.806522 -1.062178 0.712295 -1.7 0.5 -1.7
C 1.676640 0.541617 0.099898 3.6 0.8 3.8
H -1.786711 -1.016460 1.772941 0.5 0.1 0.8
H 2.051162 -0.416461 0.605399 -0.9 1.2 -1.2
H 2.253215 1.460332 0.618954 -1.8 -1.9 -1.3
H 0.589761 -0.324328 -1.408372 -0.3 2.0 0.5
H 0.646063 1.669656 -1.238874 -0.4 -0.3 -0.5
```
Forces are in eV/Å.

---

2.
The following is a DFT calculation (the ωB97M-V functional and the def2-TZVPD basis) of C5H7N in the gas phase at a distorted geometry.

The lowest unoccupied orbital energy comes out at 0.0395 hartree. As for the structure (SMILES): C=C=NCC=C. The charge is 0. The value obtained for the energy above the lowest of the compared OMol25 structures with the same formula, charge and spin is 79.88 kcal/mol.

```
13
Properties=species:S:1:pos:R:3:forces:R:3
N -1.797602 0.961711 -0.166798 0.7 -0.1 -0.3
C 1.163918 -0.944782 0.796626 0.1 -0.2 0.0
C 0.075751 -0.758644 0.057148 -0.2 -1.0 0.8
C -0.895600 1.298355 -0.936698 0.2 -0.5 0.4
C -1.128305 -0.120223 0.677256 -0.3 0.1 0.1
C 0.353591 1.197515 -1.345981 -0.1 1.0 -0.7
H 1.852173 -1.752714 0.594053 0.4 0.3 -0.3
H 1.119584 1.693957 -0.765008 0.0 0.3 -0.3
H -1.813410 -0.945788 0.896028 -0.3 0.4 0.0
H -0.085139 -1.325881 -0.859133 0.0 -0.1 0.3
H 1.361155 -0.307969 1.656468 -0.2 -0.3 0.1
H 0.640992 0.646429 -2.227229 -0.1 0.1 -0.1
H -0.847108 0.358034 1.623269 -0.2 -0.1 -0.1
```
Forces are in eV/Å.

---

Here are the calculated orbital gap numbers, same order: 8.16, 9.89 (eV).